Entry 1:
Formula: C2H5N2
Source: the Open Molecules 2025 dataset
Level of theory: ωB97M-V with the def2-TZVPD basis set

Last column: Mulliken charge in e.
Geometry (Å):
C  -0.21  -1.23  0.79  -0.57
C  -1.33  -0.60  0.94  -0.44
N  1.58  1.80  -1.94  0.09
N  1.21  1.03  -1.19  0.46
H  0.52  -1.48  1.63  0.23
H  0.02  -1.53  -0.18  0.31
H  -1.90  -0.54  0.05  0.24
H  -1.81  -0.19  1.83  0.26
H  1.93  2.75  -1.93  0.42

Calculated values
Maximum force, eV/A: 7.8
E_HOMO, eV: -13.688
Total charge: +1
E_LUMO, eV: -9.12

---

Entry 2:
Formula: C7H8
Source: the Open Molecules 2025 dataset
Level of theory: ωB97M-V with the def2-TZVPD basis set

Last column: Mulliken charge in e.
Geometry (Å):
C  0.24  -1.63  1.08  -0.63
C  0.02  -0.13  0.90  -0.26
C  0.63  1.18  -0.20  0.17
C  1.30  2.31  -0.20  -0.62
C  -0.09  0.21  -1.21  -0.54
C  -0.81  -2.07  0.40  -0.50
C  -1.01  -0.59  -0.15  -0.17
H  1.01  -2.16  1.68  0.36
H  -0.48  0.32  1.70  0.33
H  1.27  3.05  -1.01  0.29
H  1.70  2.68  0.81  0.21
H  -0.84  0.67  -2.07  0.29
H  0.49  -0.61  -1.69  0.21
H  -1.39  -2.96  0.21  0.40
H  -2.03  -0.27  -0.25  0.46

Calculated values
Maximum force, eV/A: 6.1
E_HOMO, eV: -9.152
Total charge: 0
E_LUMO, eV: 1.16

---

Entry 3:
Formula: C84H188N8O14
Source: the Open Molecules 2025 dataset
Level of theory: ωB97M-V with the def2-TZVPD basis set

Last column: Mulliken charge in e.
Geometry (Å):
C  -1.75  7.69  0.74  -2.11
C  -0.47  6.88  0.43  2.00
C  -0.65  6.25  -0.94  -1.47
C  0.58  5.52  -1.52  1.15
C  1.67  6.62  -1.68  -1.63
C  1.96  7.42  -0.33  1.79
N  0.69  7.82  0.31  0.36
O  0.91  8.67  1.39  -0.46
C  2.87  6.55  0.55  -1.41
C  2.78  8.65  -0.78  -2.13
C  -0.28  5.77  1.51  -1.62
H  -1.60  8.35  1.59  0.46
H  -2.67  7.12  0.89  0.33
H  -1.93  8.49  0.02  0.48
H  -1.39  5.45  -0.92  0.47
H  -1.03  7.06  -1.57  0.46
H  0.35  5.12  -2.51  0.23
H  0.90  4.69  -0.89  -0.76
H  1.54  7.30  -2.52  0.35
H  2.56  6.08  -1.98  0.49
H  3.91  6.55  0.22  0.49
H  2.84  6.98  1.55  0.43
H  2.51  5.52  0.56  -0.15
H  3.53  8.49  -1.55  0.41
H  2.19  9.51  -1.09  0.47
H  3.36  9.11  0.02  0.43
H  0.37  4.92  1.29  -0.32
H  -1.25  5.41  1.84  0.52
H  0.08  6.28  2.40  0.58
H  0.70  9.54  1.06  0.35
C  1.72  0.28  2.14  -1.93
C  1.06  0.67  0.79  2.38
C  0.78  -0.66  0.05  0.42
C  -0.32  -0.58  -1.05  0.42
C  -1.61  -0.08  -0.45  -0.02
C  -1.37  1.33  0.19  2.85
N  -0.25  1.26  1.21  1.30
O  -0.06  2.51  1.86  0.49
C  -1.23  2.38  -0.95  -1.32
C  -2.69  1.59  0.90  -1.54
C  2.03  1.64  0.04  -0.68
H  0.99  -0.27  2.73  -0.19
H  1.99  1.16  2.72  0.61
H  2.60  -0.35  2.03  0.31
H  1.64  -0.93  -0.56  -0.11
H  0.51  -1.43  0.78  -0.54
H  -0.40  -1.48  -1.64  -0.42
H  -0.03  0.20  -1.76  -0.67
H  -1.89  -0.79  0.33  -1.07
H  -2.43  -0.05  -1.18  0.15
H  -0.28  2.36  -1.47  0.25
H  -2.05  2.20  -1.66  0.17
H  -1.26  3.37  -0.51  -0.34
H  -3.02  0.66  1.37  -0.21
H  -2.61  2.42  1.61  0.08
H  -3.44  1.89  0.17  0.23
H  1.86  1.55  -1.03  -0.28
H  3.08  1.40  0.22  0.60
H  1.85  2.67  0.33  -1.04
H  -0.23  2.31  2.78  -0.10
C  -8.69  0.73  -1.34  -2.09
C  -7.33  0.31  -2.00  2.14
C  -7.46  -1.16  -2.43  -1.69
C  -6.29  -1.67  -3.27  0.28
C  -6.19  -0.71  -4.51  -1.60
C  -5.97  0.85  -4.16  1.65
N  -6.96  1.24  -3.12  0.41
O  -6.87  2.56  -2.81  -0.48
C  -4.46  0.99  -3.71  -0.07
C  -6.20  1.60  -5.46  -2.15
C  -6.29  0.35  -0.82  -1.70
H  -9.51  0.69  -2.06  0.50
H  -8.72  1.76  -0.98  0.33
H  -9.01  0.09  -0.52  0.35
H  -7.60  -1.81  -1.57  0.44
H  -8.35  -1.29  -3.04  0.38
H  -6.56  -2.70  -3.49  0.50
H  -5.33  -1.77  -2.76  -0.34
H  -7.12  -0.89  -5.05  0.37
H  -5.44  -1.09  -5.21  0.46
H  -4.30  0.92  -2.63  -0.48
H  -3.81  0.27  -4.21  -0.24
H  -4.02  1.95  -3.96  0.29
H  -7.27  1.57  -5.69  0.54
H  -6.03  2.67  -5.37  0.45
H  -5.75  1.29  -6.40  0.26
H  -5.32  -0.12  -0.97  -0.13
H  -6.77  -0.08  0.06  0.60
H  -5.99  1.38  -0.63  0.52
H  -7.57  3.01  -3.28  0.36
C  0.51  -0.37  -6.37  -1.86
C  -0.66  0.54  -6.50  1.65
C  -0.60  1.56  -5.32  -0.20
C  -1.49  2.80  -5.51  0.12
C  -1.18  3.51  -6.81  -1.69
C  -1.25  2.55  -8.05  1.81
N  -0.58  1.24  -7.80  0.59
O  -0.38  0.43  -8.94  -0.52
C  -2.68  2.21  -8.44  -1.64
C  -0.52  3.32  -9.19  -2.09
C  -1.96  -0.34  -6.33  -1.88
H  1.42  0.18  -6.13  0.53
H  0.75  -0.90  -7.30  0.54
H  0.32  -1.12  -5.60  -0.03
H  -0.83  1.11  -4.35  -0.08
H  0.42  1.93  -5.19  0.24
H  -1.45  3.42  -4.61  0.34
H  -2.52  2.44  -5.54  -0.36
H  -0.17  3.94  -6.81  0.42
H  -1.81  4.40  -6.87  0.49
H  -3.45  2.64  -7.79  0.31
H  -2.94  2.42  -9.48  0.41
H  -2.98  1.17  -8.29  0.30
H  0.54  3.49  -9.01  0.42
H  -0.67  2.92  -10.19  0.47
H  -0.89  4.33  -9.35  0.43
H  -2.95  0.09  -6.48  0.19
H  -1.97  -0.80  -5.34  0.26
H  -2.00  -1.13  -7.08  0.53
H  0.49  0.59  -9.31  0.32
C  -5.10  2.96  3.22  -1.12
C  -6.42  2.16  3.35  1.75
C  -6.33  0.69  3.00  -0.45
C  -5.59  -0.13  3.95  0.79
C  -6.29  -0.05  5.34  -1.77
C  -6.50  1.41  5.88  1.65
N  -6.96  2.26  4.73  0.24
O  -7.22  3.61  5.01  -0.48
C  -7.62  1.32  6.97  -1.90
C  -5.19  2.02  6.52  -1.51
C  -7.46  2.76  2.41  -1.87
H  -5.13  3.87  3.82  0.47
H  -4.87  3.24  2.19  0.55
H  -4.28  2.42  3.69  -0.26
H  -7.25  0.18  2.72  0.62
H  -5.74  0.53  2.10  -0.65
H  -4.53  0.14  3.96  -1.15
H  -5.59  -1.17  3.65  0.65
H  -5.69  -0.58  6.08  0.47
H  -7.23  -0.59  5.27  0.43
H  -8.55  0.83  6.71  0.39
H  -7.15  0.80  7.81  0.38
H  -7.90  2.34  7.26  0.45
H  -5.24  3.11  6.62  0.35
H  -5.03  1.60  7.51  0.51
H  -4.30  1.81  5.94  0.14
H  -7.08  2.66  1.39  0.15
H  -7.66  3.82  2.59  0.42
H  -8.41  2.25  2.53  0.51
H  -8.18  3.58  5.14  0.38
C  4.24  -3.66  0.83  -1.19
C  3.34  -4.43  1.84  1.90
C  2.69  -3.38  2.73  0.46
C  1.43  -3.80  3.51  -1.05
C  0.44  -4.42  2.54  -0.02
C  1.01  -5.60  1.64  1.55
N  2.30  -5.17  1.10  1.34
O  2.83  -6.20  0.21  -0.65
C  0.88  -6.95  2.29  -2.06
C  0.04  -5.63  0.41  -2.13
C  4.21  -5.40  2.74  -1.86
H  4.87  -4.38  0.31  0.69
H  4.82  -2.90  1.34  -0.23
H  3.67  -3.13  0.06  -0.12
H  3.50  -3.11  3.42  -0.42
H  2.41  -2.53  2.12  -0.69
H  0.99  -3.04  4.16  0.23
H  1.90  -4.54  4.15  0.38
H  0.10  -3.56  1.97  -0.93
H  -0.27  -4.83  3.26  0.68
H  -0.16  -7.22  2.50  0.44
H  1.18  -7.79  1.66  0.41
H  1.53  -6.99  3.16  0.34
H  -0.99  -5.64  0.76  0.51
H  0.15  -4.64  -0.05  0.30
H  0.24  -6.39  -0.34  0.69
H  4.50  -6.30  2.19  0.48
H  3.77  -5.86  3.62  0.31
H  5.11  -4.82  2.97  0.29
H  2.73  -5.86  -0.68  0.28
C  5.71  -0.13  3.39  -1.84
C  6.58  -0.99  4.32  2.07
C  7.24  -2.05  3.43  -0.43
C  8.48  -2.75  4.07  -0.84
C  9.49  -1.74  4.51  -1.40
C  8.86  -0.70  5.49  1.59
N  7.63  -0.14  4.92  0.27
O  7.16  0.87  5.74  -0.46
C  8.55  -1.40  6.91  -1.67
C  9.96  0.36  5.70  -2.02
C  5.74  -1.77  5.38  -1.00
H  4.85  0.22  3.96  0.33
H  5.37  -0.73  2.55  -0.04
H  6.28  0.66  2.90  0.64
H  6.44  -2.76  3.23  -0.65
H  7.72  -1.71  2.52  0.47
H  8.94  -3.49  3.41  0.50
H  8.10  -3.33  4.91  0.27
H  9.93  -1.26  3.64  0.38
H  10.21  -2.32  5.09  0.48
H  7.58  -1.06  7.28  0.32
H  8.61  -2.49  6.99  0.32
H  9.22  -1.08  7.71  0.45
H  10.27  0.75  4.73  0.41
H  9.64  1.16  6.36  0.50
H  10.82  -0.14  6.15  0.44
H  6.31  -2.47  5.99  0.38
H  4.98  -2.33  4.84  -0.18
H  5.22  -1.16  6.12  0.32
H  7.54  1.67  5.36  0.37
C  3.60  -3.78  -5.80  -1.66
C  3.69  -4.55  -4.47  1.96
C  3.30  -3.65  -3.29  -1.30
C  1.80  -3.31  -3.04  2.91
C  1.01  -4.60  -3.03  -0.04
C  1.30  -5.68  -4.15  1.91
N  2.79  -5.74  -4.35  0.31
O  3.04  -6.70  -5.30  -0.56
C  0.69  -7.07  -3.71  -1.62
C  0.52  -5.26  -5.42  -1.46
C  5.16  -4.96  -4.38  -2.08
H  4.36  -3.00  -5.94  0.45
H  2.65  -3.26  -5.89  0.10
H  3.79  -4.39  -6.69  0.35
H  3.66  -4.07  -2.35  -0.09
H  3.74  -2.66  -3.38  0.08
H  1.50  -2.72  -3.90  -1.80
H  1.66  -2.63  -2.20  -0.10
H  0.02  -4.24  -3.29  -0.07
H  0.72  -5.00  -2.06  -0.71
H  1.31  -7.70  -3.08  0.44
H  -0.16  -7.02  -3.03  0.19
H  0.29  -7.70  -4.50  0.36
H  0.56  -4.17  -5.45  0.10
H  0.77  -5.60  -6.43  0.29
H  -0.54  -5.45  -5.29  0.31
H  5.51  -5.68  -5.12  0.45
H  5.43  -5.39  -3.42  0.43
H  5.88  -4.15  -4.48  0.34
H  3.37  -7.42  -4.76  0.37
C  -2.82  -3.66  -2.47  -0.42
C  -2.43  -5.20  -2.57  0.88
O  -3.56  -5.93  -2.41  -0.60
H  -1.88  -3.12  -2.36  -0.41
H  -3.48  -3.45  -1.62  0.49
H  -3.30  -3.27  -3.36  0.31
H  -1.71  -5.44  -1.80  -0.29
H  -2.08  -5.36  -3.59  -0.18
H  -3.43  -6.85  -2.68  0.34
C  2.43  -0.69  5.86  -0.26
C  1.17  -0.83  6.74  -0.91
O  0.13  -1.22  5.93  -0.26
H  3.10  -0.29  6.62  0.39
H  2.36  0.00  5.01  0.03
H  2.72  -1.68  5.52  0.11
H  0.89  0.16  7.11  0.34
H  1.34  -1.52  7.57  0.49
H  -0.58  -1.53  6.50  0.22
C  2.78  0.15  -3.63  -1.25
C  4.11  0.07  -2.82  -0.12
O  5.12  0.33  -3.76  -0.64
H  2.84  -0.53  -4.48  0.43
H  2.52  1.15  -3.98  0.79
H  1.90  -0.21  -3.10  0.17
H  4.25  -0.81  -2.19  0.10
H  4.11  0.90  -2.12  0.28
H  5.91  0.18  -3.23  0.35
C  -1.97  -1.94  3.29  -1.03
C  -2.73  -2.75  2.27  0.09
O  -3.48  -3.78  2.84  -0.75
H  -1.37  -1.16  2.82  -0.16
H  -1.31  -2.62  3.82  0.49
H  -2.55  -1.42  4.06  0.54
H  -2.04  -3.27  1.60  0.07
H  -3.43  -2.07  1.78  0.38
H  -3.79  -4.31  2.10  0.40
C  -2.01  3.37  5.08  -0.90
C  -1.71  1.87  5.25  0.67
O  -0.48  1.61  4.62  -0.41
H  -1.20  4.01  5.41  0.47
H  -2.95  3.54  5.61  0.28
H  -2.15  3.64  4.03  -0.04
H  -2.48  1.20  4.89  -0.43
H  -1.54  1.65  6.30  0.33
H  -0.28  0.67  4.68  -0.17
C  4.67  3.76  1.75  -0.45
C  5.59  3.70  0.57  -0.32
O  5.69  2.41  -0.09  -0.41
H  3.61  3.60  1.55  -0.25
H  4.79  4.78  2.10  0.43
H  5.10  3.11  2.51  0.24
H  6.57  4.04  0.89  0.47
H  5.07  4.38  -0.11  0.12
H  6.62  2.20  -0.20  0.26

Calculated values
Maximum force, eV/A: 3.8
E_HOMO, eV: -7.828
Total charge: 0
E_LUMO, eV: 0.38

---

Entry 4:
Formula: C2H7N3OS
Source: the Open Molecules 2025 dataset
Level of theory: ωB97M-V with the def2-TZVPD basis set

Last column: Mulliken charge in e.
Geometry (Å):
C  0.50  1.78  -0.01  -0.51
C  -0.28  -0.50  -0.17  0.65
H  -0.16  2.57  -0.50  0.31
H  0.81  2.10  1.16  0.20
H  1.45  1.33  -0.54  0.04
H  0.69  -2.44  -0.45  0.35
H  2.58  -0.07  -0.89  0.17
H  -1.72  -1.97  0.93  0.24
H  -2.24  0.29  0.48  0.37
N  -0.47  0.71  -0.02  -0.45
N  0.80  -1.27  -0.47  -0.35
N  -1.49  -1.31  0.12  -0.38
O  -2.70  -0.46  0.07  -0.44
S  2.23  -0.76  0.29  -0.19

Calculated values
Maximum force, eV/A: 5.0
E_HOMO, eV: -8.821
SMILES: C/N=C(/NO)NS
Total charge: 0
E_LUMO, eV: 0.27

---

Entry 5:
Formula: C2H34N3O13
Source: the Open Molecules 2025 dataset
Level of theory: ωB97M-V with the def2-TZVPD basis set

Last column: Mulliken charge in e.
Geometry (Å):
C  -0.35  0.31  0.06  -0.66
N  -0.03  -0.87  -0.72  0.92
C  -0.61  -2.09  -0.58  -0.07
N  0.00  -3.17  -1.21  -0.42
N  -1.76  -2.26  0.14  -0.13
H  -1.34  0.16  0.68  0.30
H  -0.50  1.16  -0.62  0.71
H  0.45  0.54  0.76  -0.58
H  0.89  -0.84  -1.24  0.21
H  0.81  -2.95  -1.82  0.23
H  -0.63  -3.89  -1.55  0.26
H  -2.17  -3.19  0.19  0.29
H  -1.93  -1.67  1.01  0.15
H  2.83  -1.30  -0.68  0.51
H  2.60  -0.31  -1.85  0.30
O  2.51  -1.24  -1.60  -0.83
H  0.85  2.79  0.60  0.42
H  2.16  2.09  1.02  0.45
O  1.73  2.58  0.24  -0.89
H  -3.64  2.74  0.08  0.31
H  -2.80  1.57  -0.52  0.41
O  -2.89  2.10  0.28  -0.68
H  2.50  1.82  -2.57  0.28
H  1.81  1.75  -1.24  0.39
O  1.89  1.31  -2.10  -0.66
H  0.09  -2.35  2.62  0.35
H  0.27  -0.84  2.37  0.32
O  0.40  -1.69  1.97  -0.67
H  -1.49  2.62  0.98  0.37
H  -0.75  3.68  1.96  0.28
O  -0.63  2.82  1.51  -0.71
H  1.01  0.81  3.02  0.34
H  -0.24  1.56  2.53  0.51
O  0.06  0.74  3.07  -0.91
H  -2.46  -0.39  -1.58  0.40
H  -1.95  0.78  -2.42  0.43
O  -2.67  0.54  -1.86  -0.84
H  3.32  1.31  2.79  0.28
H  2.85  0.19  1.80  0.43
O  2.60  1.05  2.30  -0.73
H  -0.89  -0.89  -3.14  0.36
H  -2.02  -1.84  -3.66  0.31
O  -1.37  -1.75  -2.97  -0.57
H  -1.42  -0.23  3.00  0.31
H  -2.95  -0.45  2.82  0.27
O  -2.10  -0.84  2.65  -0.69
H  0.42  0.96  -2.86  0.36
H  -0.34  1.18  -4.13  0.25
O  -0.41  0.76  -3.32  -0.56
H  3.44  -1.98  1.39  0.27
H  1.99  -1.61  1.33  0.40
O  2.90  -1.30  1.07  -0.79

Calculated values
Maximum force, eV/A: 4.1
E_HOMO, eV: -12.821
Total charge: +1
E_LUMO, eV: -2.26

---

The highest E_LUMO belongs to which entry? C7H8

---

Among the records above, which one has the highest E_HOMO? C84H188N8O14